Computed, not measured: an isolated ion of composition C3H7N2OS and charge +1, with ωB97M-V/def2-TZVPD.

Atoms and positions in Å:
C  -0.923  -0.169  1.809
C  -0.330  0.711  -1.782
C  -0.524  -0.379  0.529
N  1.804  0.458  0.397
N  0.147  0.067  -2.690
O  -0.799  -1.316  -0.363
S  0.377  1.128  0.121
H  -0.759  0.760  2.263
H  -1.522  -0.950  2.457
H  1.733  0.064  1.326
H  1.042  -0.619  -2.789
H  2.627  1.172  0.416
H  -1.530  -1.995  -0.052
H  -1.343  1.069  -1.644

Values from the calculation:
E_HOMO in Eh: -0.50721
Relative energy (zero: lowest compared OMol25 entry of this formula, charge and spin) in kcal per mole: 116.0
Energy in hartree: -701.039896
Orbital gap in eV: 9.582
2S+1: 1
Total charge: +1

Löwdin population analysis, charges in e, atoms 1 to 4: 0.023, -0.269, -0.622, -0.258


Computed, not measured: an isolated ion of composition C3H7N2OS and charge +1, with ωB97M-V/def2-TZVPD.

Atoms and positions in Å:
C  -0.784  -0.581  0.149
C  -0.690  1.227  -1.452
C  1.793  0.393  0.671
N  -1.058  0.062  -1.022
N  -1.395  -1.812  0.318
O  2.609  1.178  1.300
S  0.275  0.080  1.362
H  -0.927  1.380  -2.438
H  -0.139  1.905  -0.806
H  2.091  0.325  -0.436
H  -1.639  -0.644  -1.472
H  -0.700  -2.747  0.466
H  -2.012  -1.831  1.129
H  2.576  1.064  2.230

Values from the calculation:
E_HOMO (alpha / beta) in Eh: -0.40217 / -0.53436
Relative energy (zero: lowest compared OMol25 entry of this formula, charge and spin) in kcal per mole: 19.5
Expectation value of S²: 2.02
Energy in hartree: -701.031254
Orbital gap (alpha / beta) in eV: 6.411 / 8.321
2S+1: 3
Total charge: +1

Löwdin population analysis, charges in e, atoms 1 to 4: -0.617, 0.143, -0.569, 0.025


Computed, not measured: a 2-piece molecular cluster, C3H7N2OSe overall, with ωB97M-V/def2-TZVPD.

Atoms and positions in Å:
C  0.933  1.442  -0.136
C  2.037  0.374  0.071
C  -0.417  -0.486  0.024
N  -0.341  0.919  -0.110
N  -1.667  -1.141  -0.485
O  1.092  2.649  -0.065
Se  1.270  -1.410  -0.313
H  3.072  0.587  -0.511
H  2.098  0.427  1.212
H  -0.884  -0.837  2.017
H  -1.139  1.510  0.148
H  -1.512  -1.970  -1.182
H  -2.395  -0.532  -0.990
H  -2.146  -1.533  0.320

Values from the calculation:
E_HOMO (alpha / beta) in Eh: -0.49046 / -0.46766
Relative energy (zero: lowest compared OMol25 entry of this formula, charge and spin) in kcal per mole: 112.1
Energy in hartree: -2704.276398
Orbital gap (alpha / beta) in eV: 8.287 / 7.755
2S+1: 1
Total charge: +1

Löwdin population analysis, charges in e, atoms 1 to 4: -0.522, -0.332, -0.626, 0.054


Computed, not measured: C3H7N2S as an isolated structure, with ωB97M-V/def2-TZVPD.

Atoms and positions in Å:
C  -1.624  0.900  -0.005
C  -0.230  0.783  0.120
C  -2.183  -0.343  -0.141
N  -1.448  -1.333  -0.059
N  2.542  -0.493  -0.527
S  0.382  -0.803  0.171
H  -2.121  1.874  -0.171
H  0.389  1.628  0.385
H  -4.502  -0.967  -1.922
H  -1.684  -2.267  -0.226
H  2.722  -1.176  -1.199
H  3.289  -0.642  0.152
H  2.607  0.488  -0.681

Values from the calculation:
E_HOMO (alpha / beta) in Eh: -0.51678 / -0.50440
Relative energy (zero: lowest compared OMol25 entry of this formula, charge and spin) in kcal per mole: 152.5
Energy in hartree: -625.729128
Orbital gap (alpha / beta) in eV: 7.993 / 9.298
2S+1: 1
Total charge: +1

Löwdin population analysis, charges in e, atoms 1 to 4: -0.122, -0.342, -0.110, -0.105


Computed, not measured: an isolated ion of composition C3H7N2S and charge +1, with ωB97M-V/def2-TZVPD.

Atoms and positions in Å:
C  -2.447  -0.356  0.017
C  -1.339  0.895  0.232
C  1.356  0.184  0.304
N  -2.259  -1.529  0.197
N  2.198  -0.669  -0.551
S  0.150  0.921  -0.664
H  -3.322  0.380  -0.156
H  -1.850  1.776  -0.031
H  -1.084  1.096  1.352
H  1.117  0.140  1.422
H  1.703  -1.378  -1.021
H  2.852  -1.248  0.110
H  2.925  -0.211  -1.211

Values from the calculation:
E_HOMO (alpha / beta) in Eh: -0.48071 / -0.47390
Relative energy (zero: lowest compared OMol25 entry of this formula, charge and spin) in kcal per mole: 130.6
Energy in hartree: -625.764048
Orbital gap (alpha / beta) in eV: 7.715 / 8.265
2S+1: 1
Total charge: +1

Löwdin population analysis, charges in e, atoms 1 to 4: -0.286, -0.469, -0.427, 0.178


Computed, not measured: a 2-piece molecular cluster, C3H7N2S overall, with ωB97M-V/def2-TZVPD.

Atoms and positions in Å:
C  -1.151  -1.113  -0.120
C  0.870  0.040  -0.223
C  3.300  0.289  0.018
N  -0.228  -0.419  -0.654
N  1.950  0.301  0.191
S  -3.267  0.184  0.070
H  -1.183  -1.292  0.911
H  -1.733  -1.615  -0.881
H  3.922  -0.059  0.923
H  3.500  -0.302  -0.958
H  3.660  1.404  -0.088
H  -4.109  0.040  1.118
H  -3.694  -1.000  -0.386

Values from the calculation:
E_HOMO in Eh: -0.51622
Relative energy (zero: lowest compared OMol25 entry of this formula, charge and spin) in kcal per mole: 81.2
Energy in hartree: -625.842828
Orbital gap in eV: 8.796
2S+1: 1
Total charge: +1

Löwdin population analysis, charges in e, atoms 1 to 4: -0.106, -0.036, -0.090, 0.085


Computed, not measured: an isolated ion of composition C3H7N2S and charge +1, with ωB97M-V/def2-TZVPD.

Atoms and positions in Å:
C  1.010  -0.420  1.538
C  -0.860  0.422  0.763
C  -0.421  -0.588  -0.423
N  0.164  0.520  1.629
N  0.309  0.435  -1.557
S  0.782  -1.620  0.178
H  1.935  -0.531  2.104
H  -1.167  1.402  0.441
H  -1.753  -0.151  1.125
H  -1.373  -1.109  -0.818
H  0.262  -0.250  -2.363
H  1.252  0.479  -1.098
H  -0.141  1.412  -1.518

Values from the calculation:
E_HOMO in Eh: -0.52072
Relative energy (zero: lowest compared OMol25 entry of this formula, charge and spin) in kcal per mole: 48.2
Energy in hartree: -625.895388
Orbital gap in eV: 10.341
2S+1: 1
SMILES: [NH3+][C@@H]1CN=CS1
Total charge: +1

Löwdin population analysis, charges in e, atoms 1 to 4: -0.334, -0.264, -0.554, 0.004


Computed, not measured: one molecule with the formula C3H7N3, with ωB97M-V/def2-TZVPD.

Atoms and positions in Å:
C  0.571  0.669  -0.588
C  1.062  -0.446  0.369
C  -2.153  -1.072  0.778
H  2.289  1.454  -0.589
H  1.213  1.887  -1.942
H  -0.373  0.130  -1.127
H  -0.093  1.299  0.192
H  2.067  -0.912  0.530
H  -3.066  -0.528  0.722
H  -2.214  -2.187  0.798
N  1.650  1.169  -1.290
N  0.133  -1.034  1.081
N  -1.086  -0.428  1.067

Values from the calculation:
E_HOMO in Eh: -0.32065
Relative energy (zero: lowest compared OMol25 entry of this formula, charge and spin) in kcal per mole: 73.8
Energy in hartree: -282.656716
Orbital gap in eV: 9.595
2S+1: 1
SMILES: C=N/N=C\CN

Löwdin population analysis, charges in e, atoms 1 to 4: -0.368, -0.128, -0.031, 0.062


no.,F_max (Eh/bohr)
1,0.0908
2,0.0860
3,0.0613
4,0.0716
5,0.1049
6,0.1031
7,0.0878
8,0.1158